Record 1
54
Properties=species:S:1:pos:R:3:forces:R:3:nbo_charge:R:1 method="wB97M-V/def2-TZVPD" spin_multiplicity=1 lumo_energy_ev=3.73 total_energy_ha=-1525.30302 fmax_ha_per_bohr=0.153 charge=-2 orbital_gap_ev=4.94 homo_ev=-1.21
O -1.454309 -0.729980 -3.916904 1.85 6.54 3.96 -0.59
O 4.058782 0.513231 -3.084629 -2.40 0.76 0.99 -0.95
O 0.067951 0.824471 0.269208 0.36 -5.92 -3.77 -0.90
O 3.323321 -2.567379 -3.270863 -2.33 3.30 6.18 -0.84
O -0.530347 -1.575941 0.124304 3.07 5.17 -3.05 -0.75
O 3.155583 -3.042030 -0.908680 -1.12 4.86 -4.25 -0.74
N 3.323027 1.522843 -0.838005 -1.61 -1.98 -0.29 -1.15
N -1.358530 -3.400600 4.761866 -0.38 -1.19 0.08 -0.41
N 1.360317 2.087142 4.796410 -0.21 -0.81 0.14 -0.45
N 2.362187 -0.816943 -1.501693 1.45 0.21 -2.33 -0.82
N -1.298840 3.068548 -5.149650 -0.38 1.08 -0.23 -0.39
C -2.538984 3.482022 -4.808429 0.89 -0.45 -0.20 0.04
C -2.337930 -5.177502 3.453915 0.01 -0.31 0.35 -0.26
C 0.534544 0.577283 -2.860135 -2.05 0.35 -0.46 -0.52
C -1.915212 -3.868928 3.623784 0.37 0.67 0.52 0.05
C -1.083294 0.369814 -3.237433 -0.39 -4.94 -3.24 0.44
C 0.916260 -0.654404 -1.862868 -1.42 -0.88 1.06 -0.12
C 0.380917 0.310241 3.488459 -0.10 -0.36 0.19 -0.24
C 1.112907 -0.123844 5.733455 -0.04 0.13 -0.18 -0.29
C 0.084240 -0.495776 -0.421592 -2.38 0.80 4.53 0.75
C -1.217593 -4.283584 5.774698 -0.08 0.65 -0.71 0.03
C 1.501254 1.204158 5.809242 -0.10 0.54 -0.65 0.00
C -1.605940 -5.611586 5.698911 -0.09 -0.03 -0.18 -0.28
C 2.953731 -2.143766 -1.911913 2.47 -6.78 -1.14 0.84
C -0.905169 5.265368 -6.069619 -0.31 0.08 0.08 -0.27
C 0.541094 -0.575776 4.548852 0.04 0.00 -0.10 -0.17
C -0.510486 3.970566 -5.773604 -0.45 -0.78 0.45 0.04
C -2.188672 5.660979 -5.707366 0.01 -0.02 0.00 -0.18
C -2.177753 -6.063519 4.514307 -0.03 0.06 -0.09 -0.17
C 0.803635 1.618815 3.658328 0.34 0.47 0.62 0.04
C -3.024987 4.754068 -5.065036 0.20 0.21 -0.16 -0.27
B 3.234672 0.367811 -1.837297 0.41 0.84 -0.46 1.24
H -1.466380 -6.277203 6.543146 0.01 0.06 -0.04 0.21
H 3.471523 0.746435 -3.862350 1.00 -1.00 1.46 0.48
H -2.015375 -3.140259 2.824210 0.08 -0.07 -0.02 0.23
H 0.538345 -1.691141 -2.315192 0.82 2.49 0.79 0.27
H -3.152261 2.739271 -4.306560 0.03 0.05 -0.03 0.20
H 0.480420 3.613052 -6.039305 -0.06 0.05 0.03 0.20
H 2.864361 1.126811 0.037530 0.37 1.01 -1.45 0.41
H 0.703472 2.347483 2.858754 -0.03 -0.22 -0.04 0.21
H 2.741374 2.330701 -1.156644 0.88 -0.83 0.45 0.38
H 0.223112 -1.609828 4.452539 0.01 0.20 -0.01 0.24
H 1.252466 -0.789461 6.577690 0.02 0.04 0.00 0.20
H 1.080190 0.549071 -3.918993 -1.04 -0.10 2.37 0.23
H -4.030945 5.031074 -4.770804 0.08 -0.04 0.00 0.21
H 1.949452 1.605478 6.713522 0.01 -0.04 0.03 0.17
H -1.912098 1.169074 -2.977562 1.71 -1.48 -0.25 0.13
H -2.495735 -7.097570 4.417994 0.04 0.09 0.01 0.20
H -2.534150 6.667607 -5.924150 0.03 -0.09 0.03 0.21
H -0.061706 -0.010750 2.552342 0.11 0.13 -0.22 0.29
H -0.769395 -3.882264 6.678977 0.00 -0.05 -0.02 0.19
H 0.576515 1.656507 -2.362079 0.26 -2.47 -0.85 0.24
H -2.780553 -5.498492 2.517797 0.09 0.08 0.06 0.22
H -0.229007 5.948601 -6.570883 -0.03 -0.07 0.05 0.21

Record 2
29
Properties=species:S:1:pos:R:3:forces:R:3:nbo_charge:R:1 method="wB97M-V/def2-TZVPD" spin_multiplicity=1 lumo_energy_ev=4.94 total_energy_ha=-1114.32752 fmax_ha_per_bohr=0.050 de_lowest_ev=0.637 charge=-2 orbital_gap_ev=6.89 homo_ev=-1.95
Mg 0.343772 -0.061525 0.136551 -2.50 -0.47 0.33 1.81
O 2.322800 -0.390859 -0.333146 1.32 0.04 -0.34 -0.81
O -0.401219 0.358272 -1.619554 0.02 0.18 -0.68 -0.93
O -1.204565 0.696144 1.306008 0.44 0.14 0.36 -0.87
O -2.966162 1.158501 2.594489 0.06 0.31 0.40 -0.74
O -0.305270 -1.919241 0.389671 0.40 -0.54 0.24 -0.92
O 1.615851 1.460845 0.499896 1.31 1.35 0.06 -0.80
O -2.361375 -2.695808 0.847369 -0.23 -0.18 0.07 -0.69
O -2.611209 0.412963 -2.004890 -0.52 0.06 -0.20 -0.67
C 3.744692 1.509138 -0.674077 0.76 0.35 0.32 -0.71
C -1.150607 -2.822645 0.715914 0.14 0.73 -0.27 0.79
C -0.862205 2.187045 3.102634 -0.07 0.20 0.66 -0.73
C -1.772424 1.270482 2.287275 -0.16 -0.45 -0.97 0.78
C -1.446754 0.468361 -2.358235 0.55 -0.23 0.60 0.79
C -1.093736 0.716093 -3.822863 0.13 0.87 -0.63 -0.72
C 2.531124 0.841990 -0.113652 -1.81 -1.26 0.05 0.74
C -0.560417 -4.208049 0.962612 0.45 -0.66 0.10 -0.72
H -0.131347 -4.268878 1.969130 -0.09 0.15 0.01 0.20
H -0.494977 1.636916 -3.840901 0.31 -0.32 -0.02 0.20
H -1.344356 2.534448 4.022395 -0.09 -0.19 -0.02 0.18
H 0.033722 1.620174 3.360494 0.18 0.24 -0.09 0.20
H -1.332129 -4.974317 0.885811 -0.08 0.05 0.02 0.19
H 4.625051 1.282744 -0.062151 -0.16 -0.05 0.13 0.21
H -0.519153 -0.105870 -4.249406 0.15 0.02 0.12 0.20
H -0.599480 3.087293 2.545074 0.20 -0.20 -0.25 0.20
H 3.622586 2.590410 -0.670358 -0.05 0.00 -0.15 0.22
H -1.926542 0.948368 -4.493029 -0.33 -0.37 0.33 0.18
H 0.256574 -4.459574 0.279516 -0.06 0.21 -0.07 0.19
H 3.987762 1.126590 -1.662590 -0.28 0.04 -0.10 0.22

Record 3
16
Properties=species:S:1:pos:R:3:forces:R:3:nbo_charge:R:1 method="wB97M-V/def2-TZVPD" spin_multiplicity=2 lumo_energy_ev="-8.14 / -8.19" total_energy_ha=-267.42071 fmax_ha_per_bohr=0.075 de_lowest_ev=6.205 charge=+1 orbital_gap_ev="6.36 / 6.73" homo_ev="-14.50 / -14.92"
N 0.388614 0.855511 -1.378211 -0.84 -2.77 2.57 -0.50
N -1.557763 -0.525347 -0.814523 2.42 -0.47 1.45 -0.11
C -1.048553 0.816964 -0.921265 -0.52 0.85 -3.03 -0.21
C 1.216970 0.240692 0.967303 -0.64 -1.73 2.54 -0.04
C 0.059567 -0.703877 1.090678 -0.75 1.98 0.91 -0.53
C -0.425679 -1.323585 -0.191800 -1.84 -0.12 -1.12 -0.30
H 1.192988 1.105964 1.639946 -0.15 0.47 -1.00 0.25
H 1.058124 0.704754 -0.440628 -0.21 -0.09 -1.02 0.25
H 0.699550 1.713862 -1.697327 0.54 2.73 -0.69 0.39
H 0.394851 -1.425851 -0.878059 0.26 -0.16 -0.55 0.24
H 0.249976 -1.576647 1.763190 0.55 0.93 -0.17 0.33
H -0.780161 -0.098661 1.503362 0.44 -0.82 0.10 0.24
H -1.693710 1.344230 -1.731159 1.28 -0.61 1.09 0.27
H 2.177273 -0.268790 1.055641 0.39 0.38 -1.39 0.26
H -1.171214 1.439991 -0.048375 -0.31 0.06 0.67 0.22
H -0.760840 -2.299209 0.081222 -0.60 -0.63 -0.36 0.24

Record 4
68
Properties=species:S:1:pos:R:3:forces:R:3:nbo_charge:R:1 method="wB97M-V/def2-TZVPD" spin_multiplicity=4 lumo_energy_ev="0.29 / 0.16" total_energy_ha=-7231.97289 fmax_ha_per_bohr=0.144 de_lowest_ev=6.763 orbital_gap_ev="4.67 / 6.34" homo_ev="-4.38 / -6.18"
As 0.004993 1.742027 2.215593 -0.56 -2.52 0.19 1.08
As -1.665242 -0.974700 0.909545 0.24 -0.55 0.92 0.92
Co -0.660941 0.993683 0.227070 4.04 -2.32 -2.15 0.62
Si -0.665490 1.742837 -2.423893 -0.05 0.12 2.26 1.33
C -4.142200 0.773390 -4.655997 -0.21 0.01 -0.21 -0.24
C 2.435474 -0.477783 1.359578 0.19 0.26 -0.67 -0.34
C -0.162271 0.049690 3.224481 0.32 0.31 0.61 -0.34
C 1.056738 -0.825657 -0.458772 0.94 0.62 0.25 -0.39
C -2.238687 -0.431463 -5.453321 -0.05 0.07 -0.24 -0.22
C 1.103890 3.981618 -1.823898 -0.03 0.09 -0.58 -0.13
C -3.561155 -0.582493 1.244603 -0.06 -0.57 0.16 -0.96
C 2.280962 4.598474 -2.269818 -0.20 0.09 -0.17 -0.24
C -1.555558 2.674243 2.878316 0.41 0.50 0.74 -0.97
C -3.353249 1.386367 -3.674690 -0.25 -0.30 -0.19 -0.13
C 1.541885 -1.391424 0.758472 0.25 -0.15 -0.63 -0.32
C 0.675797 3.246675 -4.104410 0.65 0.23 0.56 -0.19
C 1.689836 0.469303 -0.600241 0.30 -0.85 0.31 -0.36
C 0.553472 -0.039099 4.412101 -0.32 -0.76 0.39 -0.16
C 0.504828 -1.230347 5.155257 0.00 0.05 -0.07 -0.22
C 2.512262 0.672967 0.541197 0.10 -0.80 -0.37 -0.36
C -1.641199 -2.813483 0.260378 -0.24 -0.08 0.25 -0.94
C 1.879745 3.813127 -4.514505 -0.64 0.20 -0.17 -0.22
C -0.942365 -2.237887 3.474870 0.28 0.65 0.41 -0.21
C -1.941793 2.041490 -0.286040 -5.17 4.18 -3.30 -1.10
C -0.904363 -1.050513 2.738896 0.21 -0.07 -0.09 -0.32
C 1.611597 2.640608 2.696036 -0.12 0.23 0.86 -0.96
C -3.587355 -0.108111 -5.589883 0.31 0.13 0.40 -0.19
C 0.284394 3.317389 -2.745004 0.13 0.26 -0.20 -0.53
C -1.451446 0.153436 -4.465797 -0.44 0.15 -0.21 -0.19
C -0.244548 -2.316142 4.691747 -0.05 -0.04 0.00 -0.21
C 2.655679 4.539395 -3.610154 -0.11 -0.06 0.08 -0.21
C -1.987932 1.097362 -3.567921 -0.21 -0.20 -0.31 -0.56
H 1.403344 3.163493 3.622015 0.19 0.41 0.17 0.22
H 0.447080 1.087287 -3.099307 0.20 -1.30 0.61 -0.21
H -1.529842 3.707919 2.523241 -0.23 -0.07 0.18 0.24
H 0.424163 2.063428 0.268420 1.00 1.33 -0.54 -0.17
H 3.092130 -0.685162 2.204708 -0.42 0.08 0.00 0.20
H 1.431233 -2.430735 1.059799 -0.27 0.25 0.10 0.20
H -2.479789 2.174055 2.580860 0.29 0.01 -0.17 0.24
H -3.825360 2.089779 -2.992999 0.08 -0.08 -0.06 0.20
H -2.525864 -2.936013 -0.370268 0.13 -0.04 0.04 0.23
H 2.394110 1.914617 2.868933 0.04 -0.14 -0.06 0.27
H -1.476214 2.625100 3.961087 -0.19 0.37 0.17 0.24
H 1.901578 3.320787 1.898689 -0.12 -0.02 0.01 0.26
H 0.434239 -1.281810 -1.233981 0.34 0.02 0.34 0.21
H -4.175392 -0.525617 -6.417300 0.17 0.15 0.54 0.22
H 2.189083 3.687621 -5.548633 0.05 0.14 0.13 0.21
H 1.055606 -1.300569 6.099392 -0.22 -0.05 -0.38 0.22
H 1.149353 0.809826 4.768323 -0.23 -0.39 -0.09 0.20
H -1.505331 -3.093923 3.101198 0.19 0.18 0.21 0.21
H -1.779581 -1.123641 -6.148202 0.00 -0.02 -0.01 0.21
H 1.805783 1.021778 -1.530049 -0.28 -0.02 0.40 0.22
H 3.545953 5.057850 -3.967271 -0.10 -0.27 0.22 0.21
H -1.512454 2.701210 0.517852 -0.71 -0.52 -0.69 0.26
H -0.390363 -0.079671 -4.426824 -0.24 -0.11 0.04 0.23
H -2.615198 2.730335 -0.843852 0.53 -0.25 0.09 0.25
H -1.682351 -3.525187 1.087499 -0.01 -0.01 -0.19 0.22
H 0.124311 2.581330 -4.778170 0.13 0.46 0.04 0.21
H 0.865912 3.975333 -0.757988 0.01 -0.07 -0.33 0.21
H -0.738287 -2.977338 -0.327991 -0.09 0.07 0.14 0.25
H -3.887070 0.245444 0.603131 -0.08 -0.35 0.36 0.22
H -2.633779 1.223071 0.003141 0.19 0.75 0.14 0.23
H -3.665093 -0.336051 2.309704 -0.24 -0.05 -0.38 0.24
H 2.921606 5.108099 -1.559554 -0.05 0.04 -0.02 0.21
H -5.214813 0.972175 -4.724071 0.36 0.17 0.13 0.21
H 3.149203 1.541090 0.672654 0.00 -0.18 0.04 0.20
H -0.286529 -3.243145 5.276936 0.07 0.42 -0.25 0.22
H -4.127464 -1.479909 0.980392 -0.18 0.21 0.26 0.23

Record 5
25
Properties=species:S:1:pos:R:3:forces:R:3:nbo_charge:R:1 method="wB97M-V/def2-TZVPD" spin_multiplicity=1 lumo_energy_ev=1.05 total_energy_ha=-277.46030 fmax_ha_per_bohr=0.046 smiles=CC(C)C.CCC de_lowest_ev=1.037 orbital_gap_ev=12.05 homo_ev=-11.00
C -1.922336 -1.579365 0.881976 1.52 -0.82 0.08 -0.61
C -0.431899 3.203958 -0.691408 0.33 -0.10 -0.74 -0.61
C -0.365018 -1.603755 0.738245 -1.22 -0.09 -2.02 -0.21
C 1.928914 2.313587 -0.649052 0.25 -0.10 0.17 -0.61
C 0.346392 -2.754323 1.418332 -0.28 -0.76 0.83 -0.62
C -0.071861 -1.654812 -0.795276 2.06 0.48 -0.32 -0.63
C 0.453195 1.937549 -0.800480 -0.55 0.88 -0.19 -0.40
H 0.126510 4.049785 -1.099290 0.17 0.20 0.58 0.20
H 0.245156 1.425072 -1.741347 0.26 -0.02 0.01 0.20
H 2.085587 3.220131 -0.055761 -0.33 -0.10 0.12 0.20
H -0.702356 3.315775 0.355139 -0.07 0.58 -0.06 0.21
H 1.045647 -3.230403 0.732610 0.68 0.46 0.32 0.21
H 0.071330 -0.632230 0.968735 0.04 -0.12 0.63 0.20
H 2.438145 2.523564 -1.592485 -0.19 -0.21 -0.09 0.21
H -2.296298 -1.050912 0.010751 -0.53 0.04 0.23 0.21
H -0.251742 -3.637655 1.699418 -0.60 0.57 -0.21 0.21
H -1.317309 3.247896 -1.329242 -0.25 -0.66 0.30 0.21
H 2.462803 1.523634 -0.128880 0.27 -0.16 -0.12 0.21
H 0.142694 1.268666 -0.002014 0.12 -0.18 0.00 0.19
H -2.333304 -1.236894 1.823379 0.11 0.45 0.14 0.21
H 1.030442 -1.694736 -0.895185 -0.12 0.17 0.21 0.20
H -0.312010 -2.449478 -1.508388 -1.00 -0.34 0.78 0.21
H -0.291342 -0.705043 -1.277012 -0.51 0.02 0.01 0.21
H 0.759071 -2.438731 2.379414 0.55 -0.10 -0.27 0.21
H -2.138137 -2.643430 0.846147 -0.72 -0.08 -0.39 0.20

Copy entry 5 word for word.
25
Properties=species:S:1:pos:R:3:forces:R:3:nbo_charge:R:1 method="wB97M-V/def2-TZVPD" spin_multiplicity=1 lumo_energy_ev=1.05 total_energy_ha=-277.46030 fmax_ha_per_bohr=0.046 smiles=CC(C)C.CCC de_lowest_ev=1.037 orbital_gap_ev=12.05 homo_ev=-11.00
C -1.922336 -1.579365 0.881976 1.52 -0.82 0.08 -0.61
C -0.431899 3.203958 -0.691408 0.33 -0.10 -0.74 -0.61
C -0.365018 -1.603755 0.738245 -1.22 -0.09 -2.02 -0.21
C 1.928914 2.313587 -0.649052 0.25 -0.10 0.17 -0.61
C 0.346392 -2.754323 1.418332 -0.28 -0.76 0.83 -0.62
C -0.071861 -1.654812 -0.795276 2.06 0.48 -0.32 -0.63
C 0.453195 1.937549 -0.800480 -0.55 0.88 -0.19 -0.40
H 0.126510 4.049785 -1.099290 0.17 0.20 0.58 0.20
H 0.245156 1.425072 -1.741347 0.26 -0.02 0.01 0.20
H 2.085587 3.220131 -0.055761 -0.33 -0.10 0.12 0.20
H -0.702356 3.315775 0.355139 -0.07 0.58 -0.06 0.21
H 1.045647 -3.230403 0.732610 0.68 0.46 0.32 0.21
H 0.071330 -0.632230 0.968735 0.04 -0.12 0.63 0.20
H 2.438145 2.523564 -1.592485 -0.19 -0.21 -0.09 0.21
H -2.296298 -1.050912 0.010751 -0.53 0.04 0.23 0.21
H -0.251742 -3.637655 1.699418 -0.60 0.57 -0.21 0.21
H -1.317309 3.247896 -1.329242 -0.25 -0.66 0.30 0.21
H 2.462803 1.523634 -0.128880 0.27 -0.16 -0.12 0.21
H 0.142694 1.268666 -0.002014 0.12 -0.18 0.00 0.19
H -2.333304 -1.236894 1.823379 0.11 0.45 0.14 0.21
H 1.030442 -1.694736 -0.895185 -0.12 0.17 0.21 0.20
H -0.312010 -2.449478 -1.508388 -1.00 -0.34 0.78 0.21
H -0.291342 -0.705043 -1.277012 -0.51 0.02 0.01 0.21
H 0.759071 -2.438731 2.379414 0.55 -0.10 -0.27 0.21
H -2.138137 -2.643430 0.846147 -0.72 -0.08 -0.39 0.20